# 1
{
  "formula": "C30H31I2N7O2Pd",
  "method": "the ωB97M-V functional and the def2-TZVPD basis",
  "total_energy_ev": -65806.8318,
  "homo_ev": [-12.62, -12.85],
  "multiplicity": 5,
  "total_charge": 2,
  "lumo_energy_ha": [-0.212, -0.286],
  "homo_lumo_gap_ev": [6.85, 5.08],
  "elements": ["Pd", "C", "N", "C", "C", "C", "C", "C", "C", "C", "N", "C", "C", "C", "C", "C", "C", "N", "C", "C", "H", "H", "H", "H", "H", "H", "H", "H", "H", "H", "H", "H", "H", "H", "H", "H", "H", "H", "H", "H", "I", "C", "C", "C", "I", "C", "C", "C", "C", "N", "C", "C", "O", "H", "H", "H", "H", "C", "N", "C", "C", "C", "N", "C", "O", "N", "H", "H", "H", "H", "H", "H", "H"],
  "coordinates": [[-0.1606, -0.6875, -0.1553], [0.6325, -3.4092, 0.9116], [1.2892, -2.0851, 0.8591], [2.5455, -2.1584, 0.0848], [1.5353, -1.5776, 2.2025], [2.3577, -2.2580, 3.0733], [2.6033, -1.7620, 4.3513], [2.0276, -0.5617, 4.7615], [1.1979, 0.1301, 3.9110], [0.9110, -0.3709, 2.6173], [0.1243, 0.2830, 1.7349], [-0.7254, 1.3203, 2.1251], [-1.6453, 1.1028, 3.1563], [-2.6387, 2.0252, 3.4221], [-2.6985, 3.1888, 2.6652], [-1.7689, 3.4348, 1.6660], [-0.7596, 2.5151, 1.3711], [0.1872, 2.7261, 0.3591], [-0.0108, 3.8981, -0.4813], [1.6026, 2.6443, 0.7392], [1.2626, -4.1454, 1.4151], [0.4521, -3.7490, -0.1077], [-0.3159, -3.3208, 1.4373], [3.2431, -2.8743, 0.5250], [3.0098, -1.1748, 0.0533], [2.3121, -2.4820, -0.9296], [2.8266, -3.1843, 2.7677], [3.2578, -2.3060, 5.0183], [2.2442, -0.1653, 5.7438], [0.7748, 1.0793, 4.2093], [-1.5964, 0.1693, 3.7038], [-3.3545, 1.8430, 4.2120], [-3.4597, 3.9297, 2.8713], [-1.8167, 4.3723, 1.1322], [0.2141, 4.8347, 0.0444], [-1.0345, 3.9491, -0.8455], [0.6650, 3.8258, -1.3344], [1.9313, 3.5817, 1.2032], [2.1993, 2.4635, -0.1540], [1.7849, 1.8349, 1.4360], [3.4668, 1.9353, -3.2167], [2.2631, 0.3405, -3.6969], [2.3042, -0.2211, -4.9609], [1.4969, -1.2963, -5.3104], [1.6566, -2.0422, -7.2179], [0.5753, -1.8642, -4.3571], [-0.2885, -2.9400, -4.6262], [-1.1325, -3.3966, -3.6436], [-1.1101, -2.7807, -2.3913], [-0.3002, -1.7730, -2.1155], [0.5269, -1.3128, -3.0709], [1.3839, -0.1808, -2.6862], [1.3332, 0.2924, -1.5328], [2.9829, 0.1880, -5.6969], [-0.2857, -3.4014, -5.6045], [-1.8070, -4.2207, -3.8265], [-1.7592, -3.1093, -1.5878], [-4.6468, -1.4686, 1.7098], [-4.1307, -0.5305, 0.7089], [-4.9135, 0.4187, 0.1313], [-4.4269, 1.2866, -0.7812], [-3.0403, 1.1911, -1.0919], [-2.2796, 0.2647, -0.5198], [-2.8109, -0.6202, 0.3513], [-2.0796, -1.5161, 0.8236], [-2.4595, 2.0199, -1.9619], [-5.6925, -1.2391, 1.8910], [-4.0798, -1.3629, 2.6317], [-4.5495, -2.4890, 1.3477], [-5.9473, 0.4324, 0.4471], [-5.0619, 2.0320, -1.2337], [-2.9755, 2.7637, -2.3980], [-1.4585, 1.9879, -2.0693]],
  "lowdin_charge": [1.11, -0.05, -0.27, -0.05, -0.17, 0.00, -0.02, -0.04, 0.02, -0.21, 0.05, -0.24, -0.03, -0.07, -0.06, -0.01, -0.19, -0.18, -0.09, -0.05, 0.10, 0.08, 0.09, 0.10, 0.10, 0.09, 0.12, 0.12, 0.12, 0.13, 0.13, 0.11, 0.12, 0.11, 0.10, 0.07, 0.09, 0.10, 0.05, 0.07, 1.08, -0.63, -0.21, -0.64, 1.12, -0.19, 0.00, 0.00, -0.09, 0.04, -0.14, -0.40, -0.09, 0.09, 0.08, 0.13, 0.12, 0.03, -0.02, 0.00, 0.03, -0.35, 0.13, -0.51, -0.04, 0.20, 0.10, 0.10, 0.10, 0.15, 0.12, 0.13, 0.11]
}

=====

# 2
{
  "formula": "H4O2P2",
  "method": "the ωB97M-V functional and the def2-TZVPD basis",
  "total_energy_ev": -22736.1984,
  "homo_ev": -8.59,
  "smiles": "O[PH]#[PH]O",
  "total_charge": 0,
  "de_lowest_ev": 1.739,
  "lumo_energy_ha": -0.006,
  "homo_lumo_gap_ev": 8.44,
  "elements": ["O", "O", "P", "P", "H", "H", "H", "H"],
  "coordinates": [[2.2469, 0.0490, 0.5931], [-2.1032, 0.9444, -0.0041], [0.8314, -0.0635, -0.4037], [-1.4785, -0.5821, 0.3698], [2.2372, 0.8270, 1.1742], [-1.3295, 1.3744, -0.2395], [-1.6991, -1.1816, -0.9506], [1.2947, -1.3675, -0.5392]],
  "lowdin_charge": [-0.48, -0.48, 0.66, 0.59, 0.02, -0.10, -0.11, -0.11]
}

=====

# 3
{
  "formula": "C4H21N2O7S",
  "method": "the ωB97M-V functional and the def2-TZVPD basis",
  "total_energy_ev": -32635.2631,
  "homo_ev": [-9.66, -9.64],
  "multiplicity": 2,
  "total_charge": 0,
  "de_lowest_ev": 0.000,
  "lumo_energy_ha": [-0.012, -0.116],
  "homo_lumo_gap_ev": [9.32, 6.47],
  "elements": ["O", "C", "C", "C", "S", "N", "C", "N", "H", "H", "H", "H", "H", "H", "H", "H", "H", "H", "H", "O", "H", "H", "O", "H", "H", "O", "H", "H", "O", "H", "H", "O", "H", "H", "O"],
  "coordinates": [[2.4558, -1.2900, 1.5057], [2.5558, -0.1150, 1.2325], [1.3712, 0.6539, 0.6118], [1.7578, 0.9586, -0.8481], [3.2719, 1.9787, -0.8534], [0.1129, -0.0968, 0.6210], [-0.3794, -0.4416, 2.0069], [-1.8176, -0.6274, 2.0191], [3.4722, 0.4447, 1.4334], [1.2029, 1.6146, 1.1949], [0.9429, 1.5032, -1.3439], [1.9942, 0.0315, -1.4069], [0.1999, -0.9134, 0.0477], [-0.0809, 0.4486, 2.6918], [0.0910, -1.3388, 2.4306], [-2.1386, -1.3163, 1.3011], [-2.3723, 0.2632, 1.8206], [-2.5469, 2.5435, 0.6783], [-3.2020, 1.3217, 0.0236], [-3.2406, 1.9181, 0.8061], [0.8732, -2.5394, -1.2803], [1.7509, -1.9475, -2.3698], [0.8615, -2.1093, -2.1758], [-1.9282, -0.2035, -0.4646], [-2.1697, 0.0645, -1.9049], [-2.6179, 0.0768, -1.0555], [0.1080, -3.1424, 0.9247], [1.4490, -2.4791, 0.8725], [0.8433, -3.0654, 0.3368], [-0.6584, 2.0060, 0.0094], [-0.0238, 3.3851, -0.0034], [-0.8550, 2.8963, -0.0659], [-0.2249, 0.5617, -3.0627], [-0.2417, -0.8739, -2.7105], [-0.8160, -0.1709, -3.0229]],
  "lowdin_charge": [0.05, -0.18, -0.41, -0.56, 0.70, -0.03, -0.28, 0.00, 0.11, 0.15, 0.07, 0.06, 0.07, 0.15, 0.10, 0.08, 0.07, -0.03, 0.00, -0.08, 0.02, 0.02, -0.04, -0.02, 0.01, -0.05, 0.05, 0.03, -0.05, -0.04, 0.06, -0.01, 0.03, -0.01, -0.03]
}

=====

# 4
{
  "formula": "C7H12O2",
  "method": "the ωB97M-V functional and the def2-TZVPD basis",
  "total_energy_ev": -11546.2385,
  "homo_ev": -7.68,
  "total_charge": 0,
  "de_lowest_ev": 2.165,
  "lumo_energy_ha": 0.025,
  "homo_lumo_gap_ev": 8.37,
  "elements": ["C", "C", "C", "C", "C", "C", "C", "O", "O", "H", "H", "H", "H", "H", "H", "H", "H", "H", "H", "H", "H"],
  "coordinates": [[1.1116, -0.0189, 0.1777], [2.4016, -0.7879, 0.1644], [0.8351, 0.7417, 1.4352], [-1.7972, 1.4901, -0.6146], [-1.0343, -1.2531, -0.3725], [0.3151, -0.0440, -0.9650], [-1.0666, 0.3480, -1.2535], [-1.5963, -1.0338, 0.8475], [-1.0715, -2.3511, -0.8946], [-2.0561, -1.8656, 1.0547], [0.7592, -0.5782, -1.8035], [-1.3666, 0.1115, -2.2716], [2.5342, -1.3407, 1.1006], [3.2574, -0.1093, 0.0664], [2.4415, -1.5044, -0.6608], [1.6980, 1.3699, 1.6863], [0.6834, 0.0529, 2.2739], [-0.0416, 1.3798, 1.3729], [-2.0390, 1.3265, 0.4403], [-1.2153, 2.4175, -0.6617], [-2.7527, 1.6492, -1.1220]],
  "lowdin_charge": [-0.32, -0.06, -0.06, -0.08, -0.46, -0.12, -0.16, 0.07, 0.07, 0.13, 0.13, 0.13, 0.08, 0.08, 0.08, 0.09, 0.09, 0.06, 0.07, 0.09, 0.08]
}

=====

# 5
{
  "formula": "C4H8N2S",
  "method": "the ωB97M-V functional and the def2-TZVPD basis",
  "total_energy_ev": -18090.8861,
  "homo_ev": -8.13,
  "smiles": "[H]/N=C\\C(=S)N(C)C",
  "total_charge": 0,
  "de_lowest_ev": 2.856,
  "lumo_energy_ha": 0.024,
  "homo_lumo_gap_ev": 8.79,
  "elements": ["C", "C", "C", "C", "N", "N", "S", "H", "H", "H", "H", "H", "H", "H", "H"],
  "coordinates": [[-1.6664, 1.2239, -0.2369], [-0.8785, -0.4260, 0.0818], [1.2817, 0.7075, 0.0672], [1.1251, -1.7233, -0.0427], [-2.5440, 2.0937, 0.1236], [0.4355, -0.4565, 0.0496], [-1.9400, -1.6531, 0.1296], [-1.2554, 1.4245, -1.2276], [-2.9757, 1.9418, 1.0322], [1.8468, 0.7757, -0.8674], [0.6870, 1.6082, 0.1981], [1.9931, 0.6288, 0.8939], [0.3988, -2.5281, 0.0589], [1.6230, -1.8114, -1.0109], [1.8691, -1.8056, 0.7507]],
  "lowdin_charge": [-0.18, -0.75, -0.05, -0.07, 0.07, -0.27, 0.64, 0.07, 0.04, 0.10, 0.08, 0.10, 0.03, 0.10, 0.09]
}

=====

# 6
{
  "formula": "C5H12O",
  "method": "the ωB97M-V functional and the def2-TZVPD basis",
  "total_energy_ev": -7425.7582,
  "homo_ev": -9.29,
  "smiles": "CCOC(C)C",
  "total_charge": 0,
  "de_lowest_ev": 1.553,
  "lumo_energy_ha": 0.041,
  "homo_lumo_gap_ev": 10.42,
  "elements": ["C", "C", "O", "C", "C", "C", "H", "H", "H", "H", "H", "H", "H", "H", "H", "H", "H", "H"],
  "coordinates": [[-2.4702, -0.1539, -0.2781], [-1.0597, -0.3307, -0.7766], [-0.2700, 0.3934, 0.1065], [1.0986, 0.0483, 0.0476], [1.7454, 1.4484, -0.2270], [1.0759, -0.9713, 1.2701], [-2.6109, 0.9059, -0.0470], [-2.6188, -0.7163, 0.6514], [-3.1933, -0.4774, -1.0255], [-0.7789, -1.3997, -0.8210], [-0.8818, 0.0959, -1.7741], [1.3375, -0.5188, -0.8728], [2.7511, 1.4776, -0.6625], [1.7029, 2.1417, 0.6155], [1.0888, 1.8860, -0.9998], [0.0283, -1.2897, 1.4557], [1.3890, -0.5465, 2.2231], [1.6056, -1.8999, 1.0563]],
  "lowdin_charge": [-0.07, -0.32, -0.23, -0.38, -0.03, -0.02, 0.08, 0.08, 0.07, 0.12, 0.12, 0.13, 0.07, 0.07, 0.08, 0.08, 0.07, 0.06]
}

=====

Maximum force (computed, hartree/bohr): 0.0017 0.0640 0.0651 0.0872 0.0788 0.0193